Entry 1:
{
  "formula": "C9H6F3NO2",
  "method": "wB97M-V/def2-TZVPD",
  "species": ["C", "C", "C", "C", "C", "C", "C", "C", "C", "N", "O", "O", "F", "F", "F", "H", "H", "H", "H", "H", "H"],
  "positions_angstrom": [[1.17, -0.75, -1.08], [0.99, 0.53, 0.99], [2.49, -0.46, -1.04], [2.33, 0.69, 1.03], [0.34, -0.27, -0.02], [3.11, 0.12, 0.05], [-3.30, 0.38, -0.41], [-1.02, -0.49, -0.14], [-4.38, 0.02, 0.38], [-2.01, 0.19, 0.42], [-3.10, 0.32, -1.61], [4.43, 0.13, 0.16], [-1.46, -1.43, -0.97], [-5.67, 0.37, 0.01], [-4.28, 0.07, 1.75], [0.63, -1.35, -1.80], [0.30, 1.06, 1.57], [3.23, -0.93, -1.62], [2.84, 1.32, 1.73], [-1.59, 0.91, 1.06], [4.95, -0.44, -0.47]],
  "mulliken_charge": [-0.645, -0.473, -0.644, -0.724, 0.222, 0.878, 0.268, 0.877, 0.225, -0.063, -0.651, -0.522, -0.223, -0.246, -0.256, 0.470, 0.316, 0.244, 0.425, 0.184, 0.337],
  "total_energy_ev": -23164.057,
  "gap_ev": [5.68, 5.69],
  "e_above_lowest_kcal_mol": 0.0
}



Entry 2:
{
  "formula": "C5H8O",
  "method": "wB97M-V/def2-TZVPD",
  "species": ["C", "C", "O", "C", "C", "C", "H", "H", "H", "H", "H", "H", "H", "H"],
  "positions_angstrom": [[0.13, 1.42, 0.02], [-1.19, 1.14, -0.09], [-1.73, -0.11, -0.13], [-0.81, -1.13, 0.26], [0.56, -0.95, -0.35], [1.17, 0.37, 0.11], [0.40, 2.48, 0.00], [-1.94, 1.89, -0.20], [-0.71, -1.16, 1.36], [-1.20, -2.08, -0.08], [1.18, -1.79, -0.09], [0.52, -0.97, -1.44], [1.56, 0.30, 1.15], [2.06, 0.60, -0.50]],
  "mulliken_charge": [-0.232, -0.289, -0.387, -0.458, -0.621, -0.499, 0.284, 0.405, 0.287, 0.315, 0.357, 0.290, 0.248, 0.299],
  "total_energy_ev": -7361.367,
  "smiles": "C1=COCCC1",
  "gap_ev": 9.53,
  "e_above_lowest_kcal_mol": 20.5
}



Entry 3:
{
  "formula": "C28H24BF4N3PSm",
  "method": "wB97M-V/def2-TZVPD",
  "species": ["Sm", "N", "C", "C", "C", "C", "C", "N", "C", "C", "C", "C", "C", "N", "H", "H", "H", "H", "H", "H", "H", "H", "H", "C", "C", "C", "C", "C", "C", "P", "C", "C", "C", "C", "C", "C", "C", "C", "C", "C", "C", "C", "H", "H", "H", "H", "H", "H", "H", "H", "H", "H", "H", "H", "H", "H", "H", "F", "B", "F", "F", "F"],
  "positions_angstrom": [[-0.66, -1.08, -1.19], [0.70, 1.76, -3.22], [-0.64, 1.92, -2.89], [-1.30, 3.04, -3.40], [-2.61, 3.24, -3.06], [-3.28, 2.34, -2.21], [-2.55, 1.28, -1.77], [-1.26, 1.06, -2.09], [1.59, 0.69, -3.15], [2.83, 0.85, -3.78], [3.73, -0.18, -3.75], [3.41, -1.38, -3.10], [2.19, -1.45, -2.51], [1.29, -0.44, -2.51], [1.07, 2.52, -3.77], [-0.78, 3.72, -4.06], [-3.14, 4.10, -3.45], [-4.31, 2.46, -1.92], [-3.02, 0.54, -1.11], [3.05, 1.78, -4.29], [4.69, -0.06, -4.25], [4.09, -2.22, -3.08], [1.89, -2.36, -1.99], [-1.90, -1.48, 5.91], [-2.62, -2.03, 4.87], [-2.29, -1.69, 3.56], [-1.24, -0.82, 3.31], [-0.51, -0.27, 4.36], [-0.85, -0.60, 5.66], [-0.83, -0.50, 1.60], [0.75, -1.39, 1.31], [2.01, -0.91, 1.67], [3.13, -1.70, 1.50], [3.02, -2.99, 0.96], [1.78, -3.48, 0.58], [0.66, -2.67, 0.76], [-0.37, 1.23, 1.35], [-1.17, 2.22, 1.93], [-0.94, 3.56, 1.64], [0.07, 3.92, 0.77], [0.87, 2.96, 0.18], [0.64, 1.62, 0.47], [-2.16, -1.73, 6.93], [-3.45, -2.70, 5.06], [-2.87, -2.11, 2.74], [0.30, 0.43, 4.18], [-0.29, -0.17, 6.49], [2.12, 0.08, 2.09], [4.10, -1.33, 1.80], [3.90, -3.60, 0.84], [1.67, -4.47, 0.17], [-0.32, -3.10, 0.55], [-1.97, 1.95, 2.62], [-1.55, 4.32, 2.11], [0.25, 4.97, 0.56], [1.67, 3.24, -0.49], [1.32, 0.89, 0.03], [-2.57, -2.30, -1.11], [-2.06, -2.85, -2.38], [-2.77, -3.81, -2.92], [-0.69, -3.20, -1.99], [-1.83, -1.65, -3.13]],
  "mulliken_charge": [1.288, 0.242, 0.598, -1.153, -0.375, -1.020, -0.217, 0.443, 0.718, -1.025, -0.413, -1.100, -0.203, 0.123, 0.199, 0.498, 0.453, 0.489, 0.444, 0.448, 0.462, 0.493, 0.524, -0.500, -0.732, -0.347, 0.823, -0.343, -0.711, 0.796, 0.454, -0.423, -0.769, -0.542, -0.904, -0.188, 1.018, -0.837, -0.756, -0.693, -0.883, -0.560, 0.422, 0.439, 0.400, 0.347, 0.430, 0.474, 0.485, 0.481, 0.502, 0.622, 0.507, 0.486, 0.454, 0.479, 0.441, -0.330, 0.397, -0.232, -0.295, -0.325],
  "charge": 2,
  "multiplicity": 6,
  "total_energy_ev": -72630.330,
  "gap_ev": [7.16, 8.59],
  "e_above_lowest_kcal_mol": 0.0
}



Entry 4:
{
  "formula": "BrCoH8O4",
  "method": "wB97M-V/def2-TZVPD",
  "species": ["Co", "Br", "O", "H", "H", "O", "H", "H", "O", "H", "H", "O", "H", "H"],
  "positions_angstrom": [[-0.82, -3.76, -1.04], [-0.74, -1.32, 0.27], [0.70, -0.43, -2.90], [0.99, 0.43, -2.58], [-0.16, -0.55, -2.51], [1.97, 1.07, -0.55], [1.27, 0.43, -0.48], [2.74, 0.63, -0.18], [-0.62, -0.30, 3.64], [-0.92, -0.56, 2.77], [-0.32, -1.11, 4.04], [-1.21, 2.18, -0.11], [-2.13, 1.93, -0.24], [-0.74, 1.35, -0.11]],
  "mulliken_charge": [1.218, -0.188, -0.534, 0.361, 0.310, -0.411, 0.302, 0.351, -0.394, 0.267, 0.382, -0.342, 0.414, 0.264],
  "charge": 2,
  "multiplicity": 5,
  "total_energy_ev": -115963.240,
  "gap_ev": [6.67, 2.95]
}



Entry 5:
{
  "formula": "C4H4O3",
  "method": "wB97M-V/def2-TZVPD",
  "species": ["C", "C", "O", "C", "O", "C", "O", "H", "H", "H", "H"],
  "positions_angstrom": [[-1.46, 0.37, -0.57], [-0.47, -0.61, 0.02], [-0.42, -1.77, -0.31], [0.64, -0.27, 1.03], [0.61, -0.50, 2.21], [1.83, 0.22, 0.19], [1.56, 0.61, -0.92], [-2.42, 0.25, -0.06], [-1.60, 0.08, -1.62], [-1.15, 1.41, -0.52], [2.88, 0.20, 0.55]],
  "mulliken_charge": [-0.954, 0.728, -0.505, 0.341, -0.491, -0.012, -0.428, 0.313, 0.315, 0.309, 0.383],
  "total_energy_ev": -10353.687,
  "smiles": "CC(=O)C(=O)C=O",
  "gap_ev": 8.79,
  "e_above_lowest_kcal_mol": 35.2
}



Entry 6:
{
  "formula": "C4H2OS",
  "method": "wB97M-V/def2-TZVPD",
  "species": ["C", "C", "C", "C", "H", "H", "O", "S"],
  "positions_angstrom": [[0.01, -1.86, 0.91], [-0.49, -0.38, 0.57], [-0.36, 0.63, -0.05], [-0.01, 1.81, -0.96], [0.10, -2.60, -0.07], [0.60, 3.00, -0.68], [0.07, 1.53, -2.23], [0.07, -2.13, 2.52]],
  "mulliken_charge": [-0.178, 0.221, 0.107, -0.144, 0.284, 0.253, -0.392, -0.150],
  "total_energy_ev": -17057.136,
  "gap_ev": 7.83,
  "e_above_lowest_kcal_mol": 60.9
}



Entry 7:
{
  "formula": "C31H30FN5",
  "method": "wB97M-V/def2-TZVPD",
  "species": ["N", "C", "C", "C", "C", "C", "H", "H", "H", "H", "H", "N", "C", "C", "C", "C", "C", "H", "H", "H", "H", "H", "N", "C", "C", "C", "C", "C", "H", "H", "H", "H", "H", "N", "C", "C", "C", "C", "C", "H", "H", "H", "H", "H", "N", "C", "C", "C", "C", "C", "H", "H", "H", "H", "H", "F", "C", "C", "C", "C", "C", "C", "H", "H", "H", "H", "H"],
  "positions_angstrom": [[-20.23, -4.24, -13.95], [-20.37, -5.03, -12.84], [-19.66, -6.19, -12.66], [-18.70, -6.54, -13.62], [-18.51, -5.73, -14.69], [-19.24, -4.61, -14.82], [-21.10, -4.89, -12.06], [-19.86, -6.85, -11.83], [-18.21, -7.50, -13.52], [-17.83, -5.99, -15.49], [-19.07, -4.03, -15.71], [-15.77, -5.83, -8.04], [-16.86, -6.12, -7.26], [-16.88, -6.77, -6.01], [-15.57, -7.05, -5.51], [-14.43, -6.76, -6.25], [-14.57, -6.21, -7.52], [-17.87, -6.04, -7.63], [-17.78, -7.05, -5.49], [-15.49, -7.52, -4.54], [-13.49, -7.04, -5.80], [-13.67, -5.92, -8.04], [-15.99, -8.76, -16.27], [-14.96, -8.48, -17.05], [-15.03, -8.09, -18.40], [-16.32, -8.04, -19.00], [-17.38, -8.27, -18.17], [-17.20, -8.55, -16.79], [-13.96, -8.67, -16.68], [-14.21, -7.79, -19.04], [-16.51, -7.73, -20.01], [-18.35, -8.16, -18.64], [-18.03, -8.82, -16.16], [-7.60, -9.85, -9.96], [-8.94, -9.62, -9.87], [-9.61, -8.57, -10.57], [-8.85, -7.68, -11.35], [-7.44, -7.88, -11.45], [-6.87, -8.91, -10.68], [-9.45, -10.16, -9.09], [-10.67, -8.45, -10.44], [-9.45, -6.99, -11.92], [-6.85, -7.23, -12.09], [-5.84, -9.15, -10.89], [-12.84, -7.73, -11.75], [-13.62, -7.83, -10.66], [-15.00, -8.15, -10.71], [-15.62, -8.16, -12.00], [-14.79, -8.03, -13.11], [-13.40, -7.83, -12.96], [-13.11, -7.72, -9.71], [-15.64, -8.31, -9.86], [-16.69, -8.28, -12.08], [-15.18, -7.98, -14.12], [-12.82, -7.93, -13.86], [-16.43, -13.50, -13.78], [-15.47, -12.69, -14.21], [-15.26, -12.55, -15.61], [-14.07, -11.82, -16.00], [-13.30, -11.20, -15.04], [-13.58, -11.30, -13.64], [-14.62, -12.07, -13.25], [-15.86, -13.04, -16.36], [-13.65, -11.81, -16.99], [-12.45, -10.62, -15.37], [-13.01, -10.78, -12.88], [-14.98, -12.15, -12.24]],
  "mulliken_charge": [-0.570, -0.197, -0.569, 0.115, -0.243, -0.336, 0.315, 0.355, 0.437, 0.353, 0.343, -0.518, -0.220, -0.388, -0.182, -0.463, -0.241, 0.336, 0.399, 0.358, 0.370, 0.563, -0.075, 0.173, -1.014, -0.148, -0.556, -0.485, 0.340, 0.428, 0.399, 0.389, 0.566, -0.507, -0.339, -0.007, -0.213, -0.407, -0.256, 0.380, 0.222, 0.410, 0.365, 0.352, -0.297, -0.471, -0.697, -0.064, 0.167, -0.549, 0.510, 0.441, 0.396, 0.204, 0.408, -0.218, 0.498, -0.408, -0.388, -0.316, -0.234, -0.418, 0.507, 0.446, 0.523, 0.492, 0.436],
  "charge": 1,
  "multiplicity": 2,
  "total_energy_ev": -42789.817,
  "gap_ev": [6.80, 2.66]
}



Entry 8:
{
  "formula": "C5H25N2O6",
  "method": "wB97M-V/def2-TZVPD",
  "species": ["C", "C", "C", "N", "C", "C", "N", "H", "H", "H", "H", "H", "H", "H", "H", "H", "H", "H", "H", "H", "H", "H", "O", "H", "H", "O", "H", "H", "O", "H", "H", "O", "H", "H", "O", "H", "H", "O"],
  "positions_angstrom": [[1.36, -0.93, 1.69], [0.68, -2.19, 1.14], [0.01, -2.03, -0.22], [-2.74, 0.26, -1.43], [-2.02, -0.91, -1.15], [-0.94, -0.89, -0.37], [2.23, -0.30, 0.64], [1.96, -1.17, 2.56], [0.62, -0.19, 2.00], [1.37, -3.03, 1.12], [-0.04, -2.50, 1.91], [-0.48, -2.98, -0.49], [0.80, -1.93, -0.99], [-2.66, 0.98, -0.71], [-3.71, 0.11, -1.67], [-2.34, -1.78, -1.69], [-0.69, 0.02, 0.16], [1.67, 0.29, 0.01], [2.98, 0.23, 1.06], [2.67, -1.02, 0.04], [-1.22, 2.38, -2.73], [-1.75, 1.27, -1.72], [-0.94, 1.69, -2.11], [3.22, -2.52, -1.92], [2.60, -1.08, -2.01], [3.16, -1.67, -1.45], [0.03, 2.23, -0.72], [0.78, 3.34, 0.07], [0.44, 2.43, 0.16], [1.83, 0.85, -3.09], [0.56, 0.62, -2.29], [1.52, 0.37, -2.32], [-1.87, 2.28, 2.43], [-1.06, 2.73, 1.14], [-1.95, 2.74, 1.57], [-2.21, 0.25, 3.23], [-2.16, 1.14, 4.47], [-1.68, 0.93, 3.66]],
  "mulliken_charge": [-0.741, -0.733, -0.417, -0.440, -0.403, -0.088, 0.035, 0.378, 0.414, 0.349, 0.379, 0.486, 0.101, 0.377, 0.262, 0.441, 0.118, 0.009, 0.386, 0.325, 0.223, 0.227, -0.684, 0.334, 0.379, -0.686, 0.397, 0.288, -0.726, 0.275, 0.340, -0.656, 0.390, 0.382, -0.695, 0.341, 0.304, -0.672],
  "charge": 1,
  "total_energy_ev": -20850.473,
  "gap_ev": 9.43,
  "e_above_lowest_kcal_mol": 22.2
}



Copy entry 4 word for word.
{
  "formula": "BrCoH8O4",
  "method": "wB97M-V/def2-TZVPD",
  "species": ["Co", "Br", "O", "H", "H", "O", "H", "H", "O", "H", "H", "O", "H", "H"],
  "positions_angstrom": [[-0.82, -3.76, -1.04], [-0.74, -1.32, 0.27], [0.70, -0.43, -2.90], [0.99, 0.43, -2.58], [-0.16, -0.55, -2.51], [1.97, 1.07, -0.55], [1.27, 0.43, -0.48], [2.74, 0.63, -0.18], [-0.62, -0.30, 3.64], [-0.92, -0.56, 2.77], [-0.32, -1.11, 4.04], [-1.21, 2.18, -0.11], [-2.13, 1.93, -0.24], [-0.74, 1.35, -0.11]],
  "mulliken_charge": [1.218, -0.188, -0.534, 0.361, 0.310, -0.411, 0.302, 0.351, -0.394, 0.267, 0.382, -0.342, 0.414, 0.264],
  "charge": 2,
  "multiplicity": 5,
  "total_energy_ev": -115963.240,
  "gap_ev": [6.67, 2.95]
}